A molecular structure, C33H26N8O4Re, computed with the ωB97M-V functional and the def2-TZVPD basis.

```
72
Properties=species:S:1:pos:R:3:forces:R:3:lowdin_spin:R:1
Re 0.1229 -0.0896 -0.1155 -0.399 0.439 -0.441 0.765
O -1.3015 -0.9535 0.8396 0.210 -0.198 0.064 0.071
C -1.4129 -1.4949 2.0656 -0.191 -0.107 0.123 0.003
C -2.3228 -2.5300 2.2520 -0.009 -0.017 -0.052 0.009
C -2.4842 -3.0849 3.5078 0.031 0.009 0.075 0.002
C -1.7625 -2.6056 4.6027 -0.027 -0.011 -0.049 0.008
C -0.8831 -1.5612 4.4238 0.017 0.025 -0.002 0.004
C -0.6894 -1.0007 3.1522 0.184 0.228 0.081 0.005
C 0.2060 0.1202 2.9908 -0.066 -0.148 -0.265 0.009
N 0.6116 0.5667 1.8486 0.079 0.107 0.206 0.002
N 1.4165 1.7122 1.9535 -0.056 -0.117 -0.173 0.013
C 1.8610 2.0366 0.7868 -0.086 0.065 0.418 0.006
O 1.5192 1.3429 -0.2811 0.265 -0.144 -0.047 0.044
C 2.7368 3.2026 0.5981 0.001 -0.070 -0.071 0.000
C 3.0545 4.0220 1.6810 0.001 0.001 0.017 0.001
C 3.8731 5.1208 1.4921 0.000 0.007 0.001 0.000
C 4.3792 5.4058 0.2296 -0.002 -0.002 -0.006 0.002
C 4.0684 4.5892 -0.8490 -0.008 -0.003 0.013 0.000
C 3.2462 3.4891 -0.6671 0.029 0.014 0.006 0.002
H -2.8941 -2.8849 1.4046 0.003 0.004 -0.002 0.000
H -3.1868 -3.8965 3.6421 -0.002 0.001 0.003 0.000
H -1.9041 -3.0396 5.5819 0.001 -0.001 0.000 0.000
H -0.3283 -1.1601 5.2633 -0.004 0.000 0.003 0.000
H 0.5680 0.6510 3.8655 -0.010 -0.018 0.013 0.000
H 2.6605 3.7904 2.6607 -0.005 -0.003 -0.003 0.000
H 4.1206 5.7567 2.3309 0.001 0.002 -0.001 0.000
H 5.0209 6.2649 0.0876 0.001 0.000 0.003 0.000
H 4.4708 4.8085 -1.8286 -0.001 0.001 -0.001 0.000
H 3.0147 2.8411 -1.5017 -0.007 -0.007 -0.008 0.000
N -2.7626 2.5825 -1.5729 -0.016 0.007 0.044 0.007
C -2.2332 3.5045 -0.6989 -0.007 -0.016 -0.010 -0.001
C -1.2752 2.8541 0.0170 0.024 0.017 -0.032 0.003
N -1.2132 1.5536 -0.4209 -0.037 0.018 -0.004 -0.006
C -2.1246 1.4224 -1.3745 -0.014 0.009 0.005 0.011
C -2.2082 0.1261 -2.0070 -0.023 0.026 -0.033 0.003
N -1.3129 -0.7764 -1.6428 0.002 -0.065 0.097 -0.002
C -1.6113 -1.9340 -2.3140 0.007 0.000 0.003 0.003
C -2.6968 -1.7114 -3.1036 0.000 0.007 0.001 0.000
N -3.0607 -0.4003 -2.8992 -0.016 -0.030 0.027 0.004
H -3.4567 2.7832 -2.2784 0.012 -0.015 -0.068 0.000
H -2.5860 4.5196 -0.6587 -0.007 -0.001 0.003 0.000
H -0.6379 3.2283 0.8004 -0.007 -0.011 0.002 0.000
H -1.0415 -2.8380 -2.1852 0.000 -0.003 0.009 0.000
H -3.2365 -2.3567 -3.7736 -0.006 0.001 0.001 0.000
H -3.8439 0.0631 -3.3341 0.009 0.029 -0.007 0.000
O -2.0207 2.3837 -7.1493 -0.024 0.053 0.063 0.000
C -2.0217 2.4638 -5.8174 0.086 -0.161 -0.132 0.000
O -2.9357 2.9620 -5.2178 -0.086 0.040 0.087 0.000
C -0.8914 1.8308 -5.0598 0.019 0.034 0.010 0.000
C -0.5203 0.5106 -5.2747 -0.025 0.003 -0.001 0.000
C 0.2511 -0.1501 -4.3264 -0.003 -0.011 0.016 0.000
C 0.6585 0.5291 -3.1876 -0.029 0.008 0.036 0.001
C 0.4144 1.8921 -3.0429 0.044 0.011 -0.011 0.000
C -0.3715 2.5338 -3.9765 0.015 0.031 -0.004 0.000
N 1.1340 -0.2139 -2.0578 -0.029 -0.019 -0.077 0.000
C 2.0970 -1.0417 -2.1425 0.019 -0.017 0.039 0.003
C 2.3848 -1.8623 -0.9751 -0.002 0.033 -0.025 0.006
C 3.4176 -2.7778 -0.9510 0.015 -0.030 0.022 0.000
C 3.5976 -3.5541 0.1857 0.011 -0.003 -0.019 0.011
C 2.7298 -3.3799 1.2474 -0.016 0.001 0.000 -0.002
C 1.7232 -2.4302 1.1602 -0.014 0.009 -0.017 0.012
N 1.5405 -1.6757 0.0709 0.118 -0.061 0.043 0.000
H -1.1725 2.0721 -7.4912 0.006 0.000 -0.001 0.000
H -0.9068 -0.0401 -6.1239 0.009 0.000 -0.008 0.000
H 0.4405 -1.2115 -4.4263 0.012 0.008 -0.011 0.000
H 0.7839 2.4160 -2.1741 0.000 0.009 0.008 0.000
H -0.6389 3.5742 -3.8430 0.020 0.005 0.007 0.000
H 2.6774 -1.1561 -3.0543 -0.004 0.008 -0.008 0.000
H 4.0668 -2.8781 -1.8101 0.000 0.003 -0.001 0.000
H 4.3980 -4.2792 0.2367 0.002 0.002 -0.001 0.000
H 2.8252 -3.9644 2.1512 -0.008 0.003 0.005 0.000
H 1.0390 -2.2717 1.9800 -0.005 0.010 0.033 0.001
```
Forces are in eV/Å.

Calculated values
Energy above the lowest of the compared OMol25 structures with the same formula, charge and spin ... 0.0 kcal per mole
HOMO level (alpha / beta) ... -0.4854 / -0.4836 Eh
Max |F| ... 0.7 eV/A
LUMO (alpha / beta) ... -6.51 / -6.98 eV
Frontier orbital gap (alpha / beta) ... 6.698 / 6.179 eV
Multiplicity ... 2
Total energy ... -56873.8243 eV
Charge ... +2

***

A molecular structure, C33H27Br3ILuN4O3S2 in a non-equilibrium geometry, computed with the ωB97M-V functional and the def2-TZVPD basis.

```
74
Properties=species:S:1:pos:R:3:forces:R:3:mulliken_charge:R:1
Lu 0.4259 -0.2734 -0.4759 0.915 -0.321 -1.219 0.692
C -2.0727 -2.1110 2.3788 0.008 0.102 0.005 -0.609
C -2.0598 -0.6141 2.4969 0.253 -0.105 -0.034 0.688
N -3.0881 -0.0215 3.0577 -0.023 -0.104 0.092 -0.645
C -3.0922 1.3117 3.1845 -0.095 0.070 -0.071 -1.313
C -2.0892 2.1268 2.7187 0.109 0.002 -0.176 1.602
C -2.2338 3.6218 2.9078 0.020 -0.062 0.087 -1.046
O -1.9217 4.4180 1.7742 0.046 0.042 -0.056 -0.469
C -0.9805 1.5216 2.0789 -0.289 -0.504 0.071 0.380
C 0.0538 2.3386 1.4899 0.456 0.036 -0.060 -0.915
N 0.9113 1.9134 0.6281 -0.670 -0.176 -0.290 0.178
C 1.8105 2.8363 0.0681 0.339 0.415 -0.084 -0.270
C 1.4249 4.1094 -0.3562 -0.076 -0.169 0.057 0.130
C 2.3433 4.9571 -0.9513 -0.007 0.063 0.052 -0.864
C 3.6672 4.5717 -1.1027 0.000 0.007 -0.055 -0.560
C 4.0723 3.3094 -0.6919 -0.048 0.077 -0.043 -0.664
C 3.1355 2.4625 -0.1353 0.040 -0.558 0.296 0.114
I 3.6535 0.5025 0.4545 0.150 0.450 -0.136 0.267
C -0.9315 0.1052 1.9933 -0.471 0.655 0.883 0.118
O 0.0916 -0.5444 1.5118 -0.422 -0.479 1.393 -0.563
H -2.9981 -2.4965 2.7994 0.001 0.003 0.023 0.376
H -1.2165 -2.5401 2.9017 -0.060 -0.034 -0.009 -0.007
H -1.9961 -2.4215 1.3355 0.039 -0.048 -0.020 0.007
H -3.9692 1.7332 3.6647 0.024 0.053 -0.033 0.314
H -1.5599 3.9564 3.7006 -0.008 0.066 -0.045 0.378
H -3.2572 3.8270 3.2347 0.041 -0.032 0.104 0.334
H -2.5080 4.1584 1.0547 -0.014 -0.106 -0.009 0.200
H 0.0934 3.3813 1.7916 0.046 0.041 0.077 0.849
H 0.3910 4.4113 -0.2400 -0.011 -0.011 -0.023 0.530
H 2.0143 5.9259 -1.3037 0.037 0.017 0.031 0.395
H 4.3824 5.2474 -1.5524 0.004 -0.027 -0.025 0.385
H 5.0974 2.9899 -0.8142 -0.005 -0.015 -0.011 0.433
C -0.0410 -4.0021 -1.8804 0.046 0.003 0.046 -1.602
C -1.3246 -3.3028 -1.5619 0.146 0.146 -0.029 0.808
C -2.5172 -4.0534 -1.6374 -0.147 0.027 0.025 -0.888
C -3.7215 -3.4452 -1.4710 0.096 -0.096 -0.025 -1.167
C -3.7707 -2.0547 -1.2442 0.207 0.081 0.067 1.264
C -4.9685 -1.3187 -1.1453 -0.278 0.073 -0.008 -0.049
Br -6.6515 -2.1829 -1.3502 0.102 0.048 0.054 -0.244
C -4.9512 0.0311 -0.9435 -0.123 -0.208 -0.022 -0.479
C -3.7283 0.6861 -0.8254 0.640 0.065 0.030 -0.021
Br -3.7246 2.5688 -0.6414 -0.127 0.038 -0.069 -0.146
C -2.4933 0.0433 -0.8974 -0.818 0.120 -0.088 -0.156
O -1.3704 0.6838 -0.8003 -0.304 0.083 -0.223 -0.511
C -2.5313 -1.3768 -1.1229 -0.301 0.009 0.036 0.084
N -1.3260 -2.0183 -1.2568 0.041 0.190 -0.058 0.384
H -0.2171 -4.7627 -2.6405 0.013 0.034 -0.030 0.565
H 0.3568 -4.4970 -0.9947 0.012 -0.023 -0.006 0.256
H 0.7080 -3.3027 -2.2456 0.009 0.019 -0.034 0.108
H -2.4533 -5.1128 -1.8447 0.002 0.001 -0.021 0.485
H -4.6420 -4.0080 -1.5361 -0.007 0.004 0.001 0.366
H -5.8724 0.5926 -0.8872 0.005 0.008 0.006 0.467
S 2.0776 -2.6950 0.1316 0.044 -0.113 -0.347 -0.190
C 2.5871 -2.8386 1.7020 0.082 0.056 0.287 -0.059
N 3.8731 -2.8544 2.0612 -0.021 0.033 0.042 -0.138
C 4.1731 -2.8149 3.4836 0.053 0.023 0.136 -0.578
C 2.9691 -3.4495 4.1644 -0.233 -0.065 -0.138 -0.589
S 1.5500 -3.0500 3.0824 0.154 0.121 -0.009 -0.035
H 4.5715 -2.6191 1.3724 -0.032 -0.066 -0.083 0.350
H 4.3116 -1.7802 3.8110 -0.031 0.002 -0.035 0.273
H 5.0859 -3.3724 3.6895 -0.002 0.013 -0.001 0.361
H 2.7834 -3.0492 5.1567 0.057 0.019 0.009 0.398
H 3.0568 -4.5333 4.2189 0.053 0.004 0.026 0.326
Br 2.6469 1.8444 -6.8463 -0.026 -0.048 0.128 -0.230
C 2.1566 1.2011 -5.1167 0.012 0.052 -0.071 0.050
C 1.4618 2.0256 -4.2525 -0.016 0.089 -0.038 -0.785
C 1.0999 1.5319 -3.0049 -0.007 -0.155 0.128 -0.025
C 1.4171 0.2359 -2.5501 0.343 0.147 -0.499 0.352
C 2.1313 -0.5384 -3.4806 -0.026 0.023 0.209 -0.214
C 2.4949 -0.0856 -4.7432 0.055 -0.119 -0.081 -0.631
H 1.1976 3.0336 -4.5465 0.010 -0.013 -0.025 0.438
H 0.5353 2.2067 -2.3642 -0.039 0.003 -0.028 0.308
H 2.4359 -1.5494 -3.2156 0.005 -0.012 -0.028 0.240
H 3.0295 -0.7312 -5.4287 0.020 0.035 -0.005 0.412
```
Forces are in eV/Å.

Calculated values
Energy above the lowest of the compared OMol25 structures with the same formula, charge and spin ... 18.5 kcal per mole
HOMO level ... -0.2846 Eh
Max |F| ... 1.6 eV/A
LUMO ... -0.23 eV
Frontier orbital gap ... 7.514 eV
Multiplicity ... 1
Total energy ... -320285.6164 eV
Charge ... 0

***

A molecular structure, C33H27F3LiNO4P, computed with the ωB97M-V functional and the def2-TZVPD basis.

```
70
Properties=species:S:1:pos:R:3:forces:R:3:mulliken_charge:R:1
Li 0.0966 0.4222 0.7186 0.102 -0.102 0.561 1.111
C -0.6628 -6.5586 -1.3662 -0.063 -0.080 -0.080 -1.867
C 0.5870 -6.2522 -0.5602 0.061 0.192 0.098 0.600
C 1.7988 -6.9593 -1.1449 -0.063 -0.045 -0.121 -0.962
C 3.0229 -6.7091 -0.2879 0.105 -0.074 0.071 -1.068
C 3.2380 -5.2350 -0.0882 -0.169 0.151 -0.019 1.139
C 4.4852 -4.7275 0.1917 0.124 0.014 0.031 -0.688
C 4.6627 -3.3609 0.3753 0.038 -0.045 0.000 0.079
F 5.9123 -2.9208 0.6584 -0.018 -0.003 -0.007 -0.380
C 3.6301 -2.4768 0.2754 0.000 -0.024 0.005 -1.076
C 2.3546 -2.9693 -0.0222 -0.092 0.175 0.014 0.512
C 1.2428 -1.9884 -0.1239 0.015 0.111 0.025 1.402
O 1.4914 -0.7854 -0.0126 0.152 -0.115 -0.125 -1.058
C -0.0539 -2.5599 -0.3681 0.082 -0.272 -0.027 -0.072
C -0.1477 -3.9020 -0.5430 -0.090 0.083 0.001 -0.352
N 0.8666 -4.8019 -0.4867 0.047 -0.018 0.006 0.249
C 2.1509 -4.3397 -0.1959 -0.065 -0.252 -0.048 -0.820
C -1.3670 -1.7737 -0.4603 -0.034 0.184 0.006 0.051
O -2.3405 -2.3870 -0.9291 0.015 -0.070 -0.001 -0.858
O -1.3261 -0.5959 -0.0340 -0.041 0.064 -0.184 -0.407
H -0.7224 -7.6381 -1.5149 0.014 0.008 0.005 0.436
H -0.6217 -6.0781 -2.3450 0.011 0.000 -0.007 0.376
H -1.5811 -6.2483 -0.8738 0.009 0.026 0.027 0.516
H 0.4446 -6.6167 0.4657 -0.003 -0.002 0.000 0.108
H 1.9603 -6.5961 -2.1650 0.015 0.019 0.015 0.322
H 1.5808 -8.0268 -1.2104 0.019 -0.003 0.021 0.361
H 3.9147 -7.1539 -0.7337 -0.007 0.005 -0.015 0.425
H 2.8844 -7.1973 0.6831 0.000 0.014 0.000 0.325
H 5.3425 -5.3847 0.2753 -0.007 -0.011 -0.007 0.486
H 3.7548 -1.4139 0.4309 -0.009 0.006 0.002 0.713
H -1.1382 -4.2709 -0.7639 0.003 -0.025 0.015 0.691
F -0.5022 1.1265 3.7000 0.057 0.011 -0.194 -0.363
C 0.3436 0.2617 2.8826 -0.004 0.069 0.503 -0.306
F 1.6576 0.5667 3.4275 -0.051 0.046 -0.173 -0.341
H 0.1594 -0.6980 3.4103 -0.046 -0.109 -0.177 -0.033
O 0.4152 2.2185 0.0262 -0.300 0.248 -0.699 -1.184
P -0.1653 2.7514 -1.2488 0.272 -0.238 0.645 1.542
C 0.8631 2.3627 -2.6774 0.068 -0.011 -0.115 -0.116
C 0.9131 3.1575 -3.8201 -0.018 0.023 -0.028 -0.226
C 1.7190 2.7944 -4.8889 0.007 -0.026 0.026 -0.682
C 2.4844 1.6375 -4.8151 -0.002 0.010 0.001 -0.439
C 2.4436 0.8486 -3.6745 -0.020 0.005 0.030 -0.630
C 1.6372 1.2068 -2.6027 0.001 -0.024 -0.027 -0.456
C -1.8167 2.1576 -1.5982 -0.171 -0.008 -0.037 0.495
C -2.6689 1.9905 -0.5085 -0.028 -0.024 0.017 -0.426
C -3.9537 1.5148 -0.7034 0.046 -0.005 -0.021 -0.576
C -4.3900 1.1980 -1.9810 -0.024 -0.002 0.008 -0.456
C -3.5442 1.3562 -3.0690 0.030 0.018 0.025 -0.701
C -2.2558 1.8340 -2.8782 -0.006 -0.020 -0.035 -0.316
C -0.2755 4.5530 -1.2034 0.084 0.103 0.050 0.173
C -1.2546 5.2724 -1.8791 -0.048 0.027 -0.051 -0.247
C -1.2712 6.6596 -1.8173 0.038 -0.055 0.023 -0.713
C -0.3119 7.3286 -1.0706 -0.014 0.026 -0.012 -0.403
C 0.6591 6.6139 -0.3816 0.012 -0.042 0.006 -0.620
C 0.6793 5.2291 -0.4452 -0.047 0.033 -0.012 -0.454
H 0.3283 4.0685 -3.8769 0.002 -0.003 0.023 0.400
H 1.7544 3.4179 -5.7731 0.007 0.001 -0.013 0.396
H 3.1198 1.3556 -5.6456 -0.003 0.001 -0.011 0.365
H 3.0434 -0.0500 -3.6073 0.013 -0.004 -0.021 0.455
H 1.6137 0.5949 -1.7081 -0.018 0.018 0.019 0.631
H -2.3132 2.1811 0.4965 0.051 0.014 -0.007 0.390
H -4.5929 1.3478 0.1525 -0.028 -0.002 -0.006 0.393
H -5.3850 0.7964 -2.1252 -0.005 -0.002 -0.009 0.357
H -3.8761 1.0838 -4.0625 -0.006 -0.006 -0.006 0.388
H -1.5863 1.9246 -3.7256 0.005 0.008 0.018 0.380
H -2.0173 4.7476 -2.4428 0.001 -0.014 0.005 0.424
H -2.0397 7.2128 -2.3415 -0.005 0.017 -0.003 0.394
H -0.3288 8.4100 -1.0153 0.003 0.005 0.003 0.366
H 1.3971 7.1319 0.2171 -0.003 0.026 -0.003 0.389
H 1.4140 4.6600 0.1106 -0.004 -0.027 -0.002 0.458
```
Forces are in eV/Å.

Calculated values
Energy above the lowest of the compared OMol25 structures with the same formula, charge and spin ... 5.6 kcal per mole
HOMO level ... -0.1086 Eh
Max |F| ... 0.8 eV/A
LUMO ... 2.34 eV
Frontier orbital gap ... 5.294 eV
Multiplicity ... 1
Total energy ... -61990.5940 eV
Charge ... -1

***

> Which of these has the highest max |F|?

C33H27Br3ILuN4O3S2